(1)
DFT (ωB97M-V with the def2-TZVPD basis set) results for C47H47BiFN9O4S as an isolated structure in a non-equilibrium geometry.

Its energy above the lowest of the compared OMol25 structures with the same formula, charge and spin is 0.0 kJ/mol. The calculation puts the gap between HOMO and LUMO (spin up / spin down) at 3.877 / 2.668 eV. As for the spin multiplicity: 1. Its lowest unoccupied orbital energy (spin up / spin down) is -0.0648 / -0.0645 Eh. The calculated total energy is -3325.32749 a.u.

Geometry (Å):
Bi -2.0537 -0.0741 1.0635
N -7.1657 -0.4739 2.4390
C -5.8108 -0.6059 2.4380
S -4.9261 -1.9265 1.9756
N -5.2245 0.4369 3.1233
N -3.9064 0.4067 3.2407
C -3.5479 1.0656 4.3426
C -2.1926 1.1366 4.8747
C -1.9502 2.0311 5.9327
C -0.6773 2.1361 6.4337
C 0.4391 1.4060 5.9154
C 0.1905 0.4485 4.9244
C -1.1012 0.3064 4.2780
O -1.3323 -0.4469 3.2807
H -7.7056 -1.1514 1.9174
H -7.5544 0.4559 2.6895
H -4.2875 1.6675 4.8078
H -2.7518 2.5621 6.4659
H -0.5198 2.6668 7.3739
H 1.4531 1.5525 6.2655
H 0.9608 -0.1937 4.4977
C -1.8353 -1.4623 -5.5131
C -3.1155 -2.2310 -5.4370
C -3.4748 -3.0618 -6.5241
C -4.5541 -3.9324 -6.3884
C -5.3489 -3.9127 -5.2450
C -5.0303 -3.0087 -4.2211
C -3.9520 -2.1440 -4.3263
N -3.7878 -1.1155 -3.3469
C -3.2009 -1.2359 -2.1174
N -2.7250 -2.5242 -1.8519
C -1.8348 -2.9231 -0.7937
C -1.9549 -2.5468 0.5114
C -1.3216 -3.2725 1.4890
C -0.2932 -4.2239 1.2521
C -0.0833 -4.5569 -0.1231
C -0.8190 -3.8806 -1.1181
C -0.5384 -4.1148 -2.5663
N -3.1392 -0.2568 -1.2284
C -3.4160 1.0934 -1.7278
C -2.6736 1.7184 -2.8031
C -3.0466 2.9917 -3.2794
C -4.1317 3.6506 -2.7052
C -4.7674 3.1938 -1.5503
C -4.4168 1.9017 -1.1033
C -4.8999 1.5276 0.2514
H -1.0339 -1.6714 -4.8178
H -2.0065 -0.3759 -5.5488
H -1.3922 -1.8654 -6.4247
H -2.9175 -2.9743 -7.4466
H -4.7508 -4.6513 -7.1435
H -6.2261 -4.5942 -5.2398
H -5.6688 -3.0453 -3.3299
H -3.9585 -0.1524 -3.6074
H -2.7028 -3.1778 -2.6143
H -1.4911 -2.9938 2.5389
H 0.2686 -4.6971 2.0527
H 0.7032 -5.1931 -0.4367
H 0.0799 -4.9961 -2.6268
H 0.0275 -3.2948 -3.0545
H -1.4200 -4.3086 -3.2140
H -1.9724 1.1200 -3.3574
H -2.5715 3.4236 -4.1229
H -4.5176 4.5870 -3.1201
H -5.5441 3.7340 -1.0436
H -5.9277 1.9150 0.3627
H -4.3017 1.8720 1.1268
H -4.9383 0.4254 0.2676
F 4.2303 -2.1582 -0.2650
C 3.9337 -0.8681 0.1385
C 2.5930 -0.4931 -0.0071
C 2.2139 0.7996 0.3751
C 0.8066 1.1612 0.5387
O -0.0308 0.1737 0.2294
C 0.4360 2.5114 0.7639
C 1.4864 3.4437 0.9401
N 2.8153 3.0868 1.1161
C 3.6442 3.8263 1.9246
C 4.8401 4.4845 1.2916
C 3.7038 5.3270 1.7329
C 3.2215 1.7246 0.7594
C 4.6100 1.3985 0.7467
C 4.9703 0.0434 0.4419
N 6.3387 -0.3393 0.4708
C 6.7335 -1.6931 0.8909
C 8.1076 -1.7044 1.4476
N 8.9636 -1.1796 0.2431
C 8.6688 0.2163 -0.1718
C 7.2983 0.7274 0.2735
C -0.9275 2.9828 1.0201
O -1.2356 4.1751 0.9243
O -1.8332 2.0764 1.4026
H 1.8194 -1.1764 -0.2591
H 1.2456 4.5172 1.0721
H 4.0141 3.5113 2.9032
H 4.9496 4.4311 0.2278
H 5.6652 4.5151 2.0141
H 3.0790 5.7772 0.9474
H 3.8772 5.8710 2.6558
H 5.3968 2.1218 1.0563
H 6.6897 -2.3954 0.0391
H 5.9787 -2.0667 1.6634
H 8.5097 -2.7038 1.5157
H 8.2903 -1.1077 2.3453
H 8.8051 -1.8167 -0.4990
H 9.9868 -1.2433 0.4718
H 8.6986 0.3104 -1.2836
H 9.4458 0.8498 0.2285
H 6.8310 1.3025 -0.5116
H 7.4162 1.4142 1.1711

Atom charges from the Löwdin analysis, given in e for atoms 1 to 6:
1. Bi 1.9464
2. N 0.0681
3. C -0.9643
4. S 0.6418
5. N -0.0254
6. N -0.0767



(2)
DFT (ωB97M-V with the def2-TZVPD basis set) results for C47H47CaNOP as an isolated structure.

Its energy above the lowest of the compared OMol25 structures with the same formula, charge and spin is 0.0 kJ/mol. The calculation puts the gap between HOMO and LUMO at 6.913 eV. As for the spin multiplicity: 1. Its lowest unoccupied orbital energy is -0.0909 Eh. The calculated total energy is -2968.00904 a.u. Its total charge is +1.

Geometry (Å):
Ca -0.6083 -0.7097 -0.8072
C -1.5479 -3.9581 -2.0876
C -2.4475 -2.8520 -1.5865
C -3.0047 -1.9290 -2.4750
C -3.8842 -0.9396 -2.0333
C -4.5191 0.0244 -3.0001
C -4.1995 -0.8861 -0.6788
C -3.6642 -1.7873 0.2355
C -4.0931 -1.7449 1.6713
C -2.7651 -2.7509 -0.2316
H -2.1304 -4.8575 -2.2949
H -0.7919 -4.2353 -1.3510
H -1.0452 -3.6819 -3.0164
H -2.7874 -2.0136 -3.5348
H -4.1667 -0.1364 -4.0191
H -4.3090 1.0594 -2.7201
H -5.6036 -0.0904 -3.0018
H -4.8938 -0.1299 -0.3258
H -5.1292 -2.0805 1.7573
H -4.0326 -0.7319 2.0654
H -3.4753 -2.3846 2.2992
H -2.3394 -3.4618 0.4698
C -0.8407 0.9254 -3.3815
C -0.2831 -0.3713 -3.9841
C -0.6537 -0.4395 -5.4628
C 1.2149 -0.4434 -3.7417
C 2.0032 -1.4833 -4.5226
O 3.0259 -1.8815 -3.5810
C 2.5853 -1.5137 -2.3639
N 1.5189 -0.8009 -2.3328
C 3.4442 -1.9342 -1.2368
C 4.4278 -2.8812 -1.5157
C 5.3300 -3.2736 -0.5408
C 5.2642 -2.6966 0.7142
C 4.2890 -1.7476 0.9986
C 3.3573 -1.3531 0.0459
P 2.0120 -0.1585 0.4688
C 2.2418 0.1738 2.2437
C 2.6065 1.4225 2.7346
C 2.6565 1.6490 4.1063
C 2.3500 0.6318 4.9951
C 1.9856 -0.6205 4.5125
C 1.9203 -0.8412 3.1481
C 2.5791 1.3758 -0.3484
C 1.6228 2.3143 -0.7329
C 1.9995 3.5104 -1.3289
C 3.3438 3.7735 -1.5525
C 4.3060 2.8463 -1.1703
C 3.9266 1.6548 -0.5674
H -1.9301 0.9173 -3.3428
H -0.5354 1.7763 -3.9924
H -0.4594 1.1820 -2.3839
H -0.7292 -1.2447 -3.4890
H -0.1187 0.3320 -6.0232
H -1.7214 -0.2603 -5.6032
H -0.4203 -1.4078 -5.9062
H 1.6276 0.5556 -3.9268
H 2.4980 -1.0994 -5.4087
H 1.4136 -2.3659 -4.7804
H 4.4871 -3.3042 -2.5078
H 6.0838 -4.0155 -0.7671
H 5.9751 -2.9766 1.4811
H 4.2577 -1.3079 1.9864
H 2.8469 2.2290 2.0533
H 2.9370 2.6267 4.4765
H 2.3881 0.8115 6.0617
H 1.7339 -1.4156 5.2021
H 1.6115 -1.8153 2.7810
H 0.5711 2.1477 -0.5175
H 1.2452 4.2370 -1.6030
H 3.6437 4.7047 -2.0162
H 5.3550 3.0542 -1.3379
H 4.6844 0.9380 -0.2722
C -2.4187 0.2905 6.2707
C -2.7199 1.2492 5.3107
C -2.3453 1.0640 3.9881
C -1.6543 -0.0840 3.5948
C -1.3787 -1.0461 4.5669
C -1.7487 -0.8654 5.8921
C -1.2505 -0.3466 2.1891
C -1.2766 0.3982 1.0804
C -1.5037 1.8483 0.9605
C -0.7930 2.7919 1.7161
C -0.8670 4.1446 1.4266
C -1.6645 4.6078 0.3836
C -2.3892 3.6955 -0.3699
C -2.2965 2.3356 -0.0914
H -2.7143 0.4391 7.3013
H -3.2538 2.1482 5.5930
H -2.6002 1.8178 3.2545
H -0.8584 -1.9532 4.2740
H -1.5204 -1.6272 6.6272
H -0.9115 -1.3927 2.0784
H -0.1647 2.4431 2.5307
H -0.2978 4.8486 2.0211
H -1.7227 5.6660 0.1656
H -3.0250 4.0415 -1.1763
H -2.8653 1.6268 -0.6897

Atom charges from the Löwdin analysis, given in e for atoms 1 to 6:
1. Ca 1.2329
2. C -0.0350
3. C -0.3333
4. C -0.0559
5. C -0.2653
6. C -0.0367